# 1
DFT (the ωB97M-V functional and the def2-TZVPD basis) results for a 5-piece molecular cluster, C28H33F32IN5O8P2S overall in a non-equilibrium geometry.

```
110
C28H33F32IN5O8P2S, DFT the ωB97M-V functional and the def2-TZVPD basis
I -1.09644 -0.36152 -7.03388
S -4.37263 -2.87206 -2.70063
P 2.28608 1.80322 -2.62075
P -2.30207 1.19637 -5.60056
F 6.39974 -5.96850 1.41703
F 7.10043 -1.90858 5.24792
F 7.24495 -2.88387 -0.38174
F -5.63229 1.32350 -0.60564
F 5.85444 -7.79581 3.28734
F -2.24142 1.61830 3.38402
F 7.05000 -0.37771 -1.30708
F -7.35519 1.67167 2.43293
F -5.30183 1.06028 2.02701
F -1.94184 7.84013 4.55445
F 7.85836 -6.01560 3.04424
F -9.66264 2.37339 1.27072
F 5.75976 -3.61171 5.28283
F 5.87786 -3.26272 -4.72641
F 7.63598 -2.73330 -6.71770
F 8.46018 -2.06508 -4.80473
F 6.48127 -1.07551 -3.29360
F -7.80511 4.31895 2.20278
F -9.91643 4.71199 2.61986
F 5.70742 -6.27097 4.84322
F -1.55039 3.52944 2.58340
F -10.56542 3.94635 0.08525
F -4.38923 6.64955 4.67786
F -1.16272 6.13768 3.42354
F -5.93712 3.17839 0.51339
F -2.81936 5.52379 5.66075
F 0.17138 2.30894 4.17126
F 8.05398 -5.24249 5.72175
F 8.59567 -2.46088 -2.04630
F 7.65104 -3.70203 7.22195
F -0.54553 4.13011 5.14414
F 6.78968 -5.04604 -5.55604
O -5.69201 -2.95465 -2.17251
O 7.45946 -4.38388 -3.57969
O -3.64217 4.84895 3.67778
O 7.34510 -3.43298 3.69545
O -3.80544 0.59173 -5.43569
O -3.67426 -4.09947 -2.92088
O -4.45345 -2.09252 -4.08457
O -8.49110 3.39785 -0.35503
N -0.51596 1.70969 -3.69241
N 2.86819 0.38858 -2.80504
N 0.72165 1.74895 -1.67593
N -1.62658 1.56036 -1.62494
N -1.02165 -0.54851 -3.79471
C -1.67034 0.73268 -3.88778
C 0.75686 1.70661 -0.31439
C -3.33656 -1.93428 -1.59323
C -6.55458 1.12830 1.50343
C -6.49593 1.98259 0.23473
C -2.58146 1.19328 -2.73142
C 6.82056 -3.97901 -2.38631
C -2.28281 6.82376 3.73862
C 8.12030 -3.14995 -5.52642
C 7.30470 -2.67418 -1.73165
C -3.89736 0.51283 -2.32703
C -8.99296 4.62972 1.64228
C 6.60219 -5.64524 2.73104
C 6.47914 -4.11484 2.81031
C 7.03346 -3.95180 -4.80605
C -3.28083 5.91545 4.46143
C -9.41401 3.54011 0.65236
C -7.79828 2.18580 -0.55613
C 8.03019 -3.91560 5.94320
C -3.38500 3.51817 4.07738
C -3.81940 -0.54060 -1.21726
C -0.90863 2.89932 4.75820
C -2.01885 2.92679 3.70494
C 7.02300 -3.23700 5.01118
C 6.48891 -1.40601 -1.98767
C 0.79996 1.68116 0.86561
C -0.41809 1.70213 -2.30762
C 5.59818 -6.48916 3.52022
H -0.82492 -0.85084 -2.85035
H -3.34563 -2.55483 -0.70156
H -7.48552 2.23420 -1.59805
H 5.44308 -3.79731 2.93223
H -4.39970 0.16092 -3.21922
H 7.08142 -4.75895 -1.67244
H -4.52628 1.31205 -1.94212
H 1.98066 2.44840 -3.82127
H -4.81115 -0.63174 -0.78305
H 4.57493 -6.27292 3.19900
H 5.45810 -1.52304 -1.64030
H -8.45628 1.32008 -0.47879
H 9.02879 -3.50493 5.78302
H -3.63014 3.35286 5.12647
H -3.70637 -1.50167 -4.22951
H -1.84415 2.53029 -1.38612
H -4.10441 2.93084 3.50802
H -2.94035 2.16955 -3.08292
H -2.72827 7.22068 2.82462
H -6.89645 0.11474 1.27741
H 3.05585 2.67512 -1.84975
H -0.77573 2.66390 -3.95692
H -1.44647 -1.28622 -4.33642
H 9.00453 -3.76932 -5.68573
H -2.32584 -1.97063 -1.98326
H 0.72776 1.78473 1.92165
H 5.73462 -4.00531 -2.47909
H -1.19670 2.31636 5.63597
H -3.17315 -0.15430 -0.43233
H 6.78602 -3.76346 1.82752
H -8.90949 5.59166 1.13321
H 2.93763 0.18106 -3.79593
H -4.34108 0.89526 -6.18044
```

## Properties
Total energy (Ha): -6536.40180
Molar mass (g mol⁻¹): 1396.45
Net charge: +1
HOMO (Eh): -0.4601

=====

# 2
DFT (the ωB97M-V functional and the def2-TZVPD basis) results for the molecule C35H32FNO2.

```
71
C35H32FNO2, DFT the ωB97M-V functional and the def2-TZVPD basis
F -2.78311 1.61832 -3.02277
O -2.26914 -3.10422 1.00829
O 6.37075 3.57738 -0.47783
N -2.62794 -1.50527 -0.56578
C 5.83325 2.35210 -0.21634
C -5.53006 0.34515 2.08845
C -1.93804 -0.45576 -1.27528
C 4.59167 -0.13732 0.13304
C 0.24102 -1.20910 -2.24132
C 0.46113 -2.99326 -0.03332
C 7.37864 4.06394 0.37314
C -3.23010 3.41266 0.07735
C -2.78111 1.88866 -1.69502
C -2.83929 2.77592 2.47008
C 0.54051 -2.47658 -2.46809
C 6.19121 1.53216 0.84750
C -2.38637 1.22743 0.55059
C 2.57106 -1.57526 0.09290
C 4.84902 1.91633 -1.10529
C 0.28242 -3.54600 -1.45717
C -1.86795 -2.21719 0.28487
C -2.81991 2.46222 1.00630
C 4.67116 -2.55851 0.70847
C -0.42015 -1.75157 0.15711
C -4.86002 -0.64872 1.39989
C 3.93985 -1.44162 0.31685
C 2.68115 -3.89467 0.64369
C 4.23848 0.69503 -0.92988
C -3.20739 3.13436 -1.27493
C -4.84560 -0.65344 0.01034
C 1.92874 -2.79202 0.24900
C -2.37008 0.91086 -0.80196
C -4.05238 -1.70830 -0.71727
C -6.19232 1.34411 1.39459
C 5.57559 0.30365 1.01034
C -0.43049 -0.72816 -0.99043
C 4.03957 -3.77771 0.87070
C -5.52033 0.34391 -0.67831
C -6.18997 1.33959 0.01104
H 2.19472 -4.85074 0.77594
H 5.73630 -2.47549 0.86636
H -1.99978 3.42226 2.72694
H 5.85445 -0.31364 1.85189
H -2.76676 1.86734 3.06129
H 3.49241 0.36638 -1.63848
H -5.51982 0.34472 -1.75921
H -5.53748 0.34120 3.16865
H 0.96049 -4.38652 -1.61453
H 2.01203 -0.70003 -0.19231
H -4.33849 -1.42956 1.93415
H 8.25454 3.40693 0.37698
H 6.94438 1.83771 1.55703
H 4.61051 -4.64332 1.17441
H 0.08469 -3.74345 0.67307
H -3.75638 3.29673 2.73572
H 0.99793 -2.77465 -3.40026
H -0.74056 -3.91968 -1.56942
H -3.52337 3.86137 -2.00625
H -6.70888 2.11427 -0.53406
H 7.01452 4.18963 1.39825
H -2.14855 -0.54491 -2.34893
H -4.26448 -2.69586 -0.29612
H 0.03279 0.21390 -0.67921
H -0.13467 -1.27402 1.10022
H 0.43690 -0.44686 -2.98268
H 7.66081 5.03582 -0.02891
H -2.07405 0.47715 1.26198
H -6.71402 2.12256 1.93181
H 4.58482 2.55921 -1.93032
H -3.57316 4.37817 0.41735
H -4.29532 -1.70569 -1.78494
```

## Properties
Structure (SMILES): COc1ccc(-c2cccc([C@@H]3CC=C[C@@H]4[C@H]3C(=O)N(Cc3ccccc3)[C@H]4c3cc(C)ccc3F)c2)cc1
Total energy (Ha): -1658.06276
Molar mass (g mol⁻¹): 517.64
HOMO (Eh): -0.2948
Energy above the lowest of the compared OMol25 structures with the same formula, charge and spin (kcal/mol): 0.0

=====

# 3
DFT (the ωB97M-V functional and the def2-TZVPD basis) results for CHBr2IO2S as an isolated structure in a non-equilibrium geometry.

```
8
CHBr2IO2S, DFT the ωB97M-V functional and the def2-TZVPD basis
I 1.92109 -2.54894 1.25905
Br 1.80459 -0.81286 -0.83532
Br -0.97250 0.11336 -1.94323
S -1.84620 0.04923 1.06549
O -0.41420 -0.26215 1.10715
O -2.06861 1.50602 1.07689
C 0.71572 0.58948 -1.17179
H 0.86012 1.36588 -0.55824
```

## Properties
Total energy (Ha): -6032.96965
Molar mass (g mol⁻¹): 363.80
HOMO (alpha / beta) (Eh): -0.3306 / -0.3343
Energy above the lowest of the compared OMol25 structures with the same formula, charge and spin (kcal/mol): 48.9

=====

# 4
DFT (the ωB97M-V functional and the def2-TZVPD basis) results for the molecule CH4ClO2P in a non-equilibrium geometry.

```
9
CH4ClO2P, DFT the ωB97M-V functional and the def2-TZVPD basis
Cl 0.96343 0.19983 -1.99802
P -1.20521 0.62405 -0.15676
O -0.83833 1.80372 0.96521
O -0.22110 -0.55302 0.32456
C 1.05786 -0.84352 -0.61803
H -2.20739 -0.13546 0.38608
H -0.58856 1.42520 1.89702
H 1.20080 -1.98169 -0.93862
H 1.83850 -0.53910 0.13856
```

## Properties
Structure (SMILES): OPOCCl
Total energy (Ha): -992.49508
Molar mass (g mol⁻¹): 114.47
HOMO (Eh): -0.3315
Energy above the lowest of the compared OMol25 structures with the same formula, charge and spin (kcal/mol): 27.6

=====

# 5
DFT (the ωB97M-V functional and the def2-TZVPD basis) results for a 2-piece molecular cluster, C6H12S3Se overall in a non-equilibrium geometry.

```
22
C6H12S3Se, DFT the ωB97M-V functional and the def2-TZVPD basis
Se 0.08078 -1.82689 -0.95866
S -0.41316 2.40941 -0.96483
S -1.39867 0.54900 -3.14252
S -3.24261 1.51434 -1.05664
C -0.64743 -0.10414 1.31348
C 0.70787 -0.59478 1.81480
C 1.80382 -0.22812 0.81480
C -1.04072 -0.71151 0.01074
C 1.85692 -1.18039 -0.36757
C -1.56331 1.12260 -1.48743
H 2.33724 -0.71731 -1.23338
H -2.06738 -1.04660 -0.08143
H 2.78115 -0.25067 1.30388
H 2.40474 -2.09396 -0.12044
H 0.64019 1.88790 -1.59205
H 0.91958 -0.13863 2.78116
H -1.42412 -0.31354 2.05251
H -0.59589 0.98971 1.20237
H -2.94421 2.04411 0.12898
H -0.50159 -0.42289 -2.83398
H 1.62856 0.79281 0.47013
H 0.67825 -1.68042 1.94608
```

## Properties
Total energy (Ha): -3831.70577
Molar mass (g mol⁻¹): 259.32
HOMO (alpha / beta) (Eh): -0.2617 / -0.2617
Energy above the lowest of the compared OMol25 structures with the same formula, charge and spin (kcal/mol): 15.6